(1)
ORCA calculation (the ωB97M-V functional and the def2-TZVPD basis) on a structure of composition C3H5N3.

The geometry in XYZ format:
```
11
Properties=species:S:1:pos:R:3
C -0.7149 -0.0283 -0.0293
C 0.1734 1.1027 -0.0715
C 0.1812 -1.0779 -0.0603
H -2.5493 1.1306 -0.5259
H -2.4479 -0.5072 1.2250
H -0.1149 2.1309 -0.0221
H 2.3325 -1.0145 0.0859
H 0.1714 -2.1922 -0.3680
N -2.1806 -0.1554 -0.0285
N 1.4228 0.7617 0.1106
N 1.4393 -0.5387 -0.0004
```

Its LUMO energy is 0.010 Ha. The total energy comes out at -7658.1020 eV. For the HOMO-LUMO gap, the calculation gives 8.82 eV. For the relative energy (zero: lowest compared OMol25 entry of this formula, charge and spin), the calculation gives 4.3535 eV. Its total charge is 0. The HOMO energy is -8.56 eV. The max |F| comes out at 5.619 eV/A.

(2)
ORCA calculation (the ωB97M-V functional and the def2-TZVPD basis) on an isolated molecule of C3H5N3.

The geometry in XYZ format:
```
11
Properties=species:S:1:pos:R:3
C -1.4985 -0.0702 0.0542
C -0.0149 0.0669 -0.0390
C 0.8637 1.1154 0.1032
N 2.1374 0.6345 0.0648
N 2.1028 -0.6471 -0.1055
N 0.8156 -0.9954 -0.1646
H -2.0159 0.6821 -0.5453
H -1.8327 -1.0570 -0.2802
H -1.8075 0.0447 1.0974
H 0.6630 2.1749 0.2090
H 0.5870 -1.9486 -0.3941
```

Its LUMO energy is 0.029 Ha. The total energy comes out at -7661.4586 eV. For the HOMO-LUMO gap, the calculation gives 10.31 eV. Its SMILES is Cc1cnn[nH]1. For the relative energy (zero: lowest compared OMol25 entry of this formula, charge and spin), the calculation gives 0.9970 eV. Its total charge is 0. The HOMO energy is -9.53 eV. The max |F| comes out at 0.289 eV/A.

(3)
ORCA calculation (the ωB97M-V functional and the def2-TZVPD basis) on the ion C3H5N3 with charge +2.

The geometry in XYZ format:
```
11
Properties=species:S:1:pos:R:3
C 0.9183 0.9266 -0.8797
C 0.0391 1.3241 1.0906
C 0.0153 -0.5259 -0.2516
N 0.6962 1.7999 -0.0230
N -0.3696 0.0817 0.9227
N -0.4415 -1.5928 -0.8419
H 1.2527 1.1273 -1.9387
H -0.2591 1.7007 2.0687
H -0.7963 -0.4452 1.6547
H -0.0503 -2.1257 -1.5419
H -1.0046 -2.2707 -0.2599
```

Its LUMO energy is -0.481 Ha. The total energy comes out at -7639.8108 eV. For the HOMO-LUMO gap, the calculation gives 8.65 eV. For the relative energy (zero: lowest compared OMol25 entry of this formula, charge and spin), the calculation gives 0.7943 eV. Its total charge is +2. The HOMO energy is -21.74 eV. The max |F| comes out at 5.812 eV/A.

(4)
ORCA calculation (the ωB97M-V functional and the def2-TZVPD basis) on an isolated molecule of C3H5N3O.

The geometry in XYZ format:
```
12
Properties=species:S:1:pos:R:3
C 2.1152 -0.1643 0.1498
O 1.0019 0.4335 -0.6004
N -0.2234 0.2708 -0.1718
C -1.1635 1.1470 0.0471
N -2.3638 0.4156 -0.0205
C -1.9287 -0.8198 -0.0605
N -0.5947 -1.0734 -0.2271
H 2.2432 -1.2652 0.1293
H 1.7326 -0.2063 1.1921
H 3.0768 0.3892 -0.1153
H -1.0910 2.2823 0.0296
H -2.8047 -1.4094 -0.3523
```

Its LUMO energy is 0.033 Ha. The total energy comes out at -9705.7412 eV. For the HOMO-LUMO gap, the calculation gives 10.93 eV. Its SMILES is COn1cncn1. For the relative energy (zero: lowest compared OMol25 entry of this formula, charge and spin), the calculation gives 4.8426 eV. Its total charge is 0. The HOMO energy is -10.04 eV. The max |F| comes out at 4.419 eV/A.

(5)
ORCA calculation (the ωB97M-V functional and the def2-TZVPD basis) on an isolated molecule of C3H5N3O.

The geometry in XYZ format:
```
12
Properties=species:S:1:pos:R:3
N 1.7881 -0.8406 0.3161
C 0.5130 -0.6387 -0.1634
C -0.8873 1.9129 -0.6936
N -1.2905 1.0672 0.2472
C -0.4803 0.0228 0.7798
O -0.7297 -0.4418 1.8680
N -0.0226 -1.0729 -1.2364
H 2.3026 -1.6031 -0.1014
H 2.0123 -0.6777 1.2885
H -1.7299 2.6298 -0.8142
H -2.1850 1.0951 0.7420
H 0.5774 -1.7200 -1.7525
```

Its LUMO energy is 0.008 Ha. The total energy comes out at -9707.3352 eV. For the HOMO-LUMO gap, the calculation gives 9.13 eV. For the relative energy (zero: lowest compared OMol25 entry of this formula, charge and spin), the calculation gives 3.2486 eV. Its total charge is 0. The HOMO energy is -8.90 eV. The max |F| comes out at 0.917 eV/A.

(6)
ORCA calculation (the ωB97M-V functional and the def2-TZVPD basis) on an isolated molecule of C3H5N3O.

The geometry in XYZ format:
```
12
Properties=species:S:1:pos:R:3
N 1.2984 -1.3464 -0.0544
C 0.2594 -0.5151 -0.1410
N -1.0372 -0.8519 -0.0542
C -1.7246 0.3618 -0.0420
N -0.8783 1.3913 0.0048
C 0.2960 0.8149 -0.1488
O 1.3961 1.5730 -0.1107
H 1.4942 -1.3590 1.1063
H 2.1928 -1.0424 -0.6242
H -1.5181 -1.7685 -0.1385
H -2.7516 0.2311 -0.1909
H 0.9730 2.5112 0.3935
```

Its LUMO energy is 0.028 Ha. The total energy comes out at -9707.8602 eV. For the HOMO-LUMO gap, the calculation gives 8.36 eV. Its SMILES is Nc1[nH]cnc1O. For the relative energy (zero: lowest compared OMol25 entry of this formula, charge and spin), the calculation gives 2.7236 eV. Its total charge is 0. The HOMO energy is -7.61 eV. The max |F| comes out at 6.065 eV/A.

(7)
ORCA calculation (the ωB97M-V functional and the def2-TZVPD basis) on an isolated molecule of C3H5N3O.

The geometry in XYZ format:
```
12
Properties=species:S:1:pos:R:3
N 0.2360 1.7146 -0.1948
C 0.5071 0.3513 0.0031
C 1.6592 -0.3626 -0.0193
O 1.4037 -1.6700 0.2038
N 0.0488 -1.8475 0.3463
C -0.4804 -0.6569 0.2389
N -1.8440 -0.4197 0.4197
H -0.6591 1.9670 0.2097
H 0.9487 2.3136 0.2032
H 2.6984 -0.0991 -0.1649
H -2.2642 0.0523 -0.3737
H -2.3369 -1.2876 0.6027
```

Its LUMO energy is 0.032 Ha. The total energy comes out at -9708.4430 eV. For the HOMO-LUMO gap, the calculation gives 9.46 eV. Its SMILES is Nc1conc1N. For the relative energy (zero: lowest compared OMol25 entry of this formula, charge and spin), the calculation gives 2.1408 eV. Its total charge is 0. The HOMO energy is -8.58 eV. The max |F| comes out at 0.407 eV/A.

(8)
ORCA calculation (the ωB97M-V functional and the def2-TZVPD basis) on a cluster of 2 separate species, C3H5N3O in total.

The geometry in XYZ format:
```
12
Properties=species:S:1:pos:R:3
C -1.3912 -0.4616 -0.4446
C 0.8129 -0.6368 0.1311
C 0.4704 0.8441 0.0207
N -0.6689 -0.2842 -1.6048
N -0.2450 -1.2580 -0.6253
N -0.7775 0.8119 -0.5889
O -4.0090 0.5117 0.6191
H 1.7978 -0.8117 -0.2850
H 0.7649 -0.7577 1.2484
H 0.2544 1.2319 1.0749
H 1.1098 1.4966 -0.5643
H -4.5071 -0.3104 0.4894
```

Its LUMO energy (alpha / beta) is -0.144 / -0.144 Ha. The total energy comes out at -9698.7879 eV. For the HOMO-LUMO gap (alpha / beta), the calculation gives 5.58 / 5.58 eV. For the relative energy (zero: lowest compared OMol25 entry of this formula, charge and spin), the calculation gives 11.7959 eV. Its total charge is 0. The HOMO energy (alpha / beta) is -9.49 / -9.49 eV. The max |F| comes out at 3.216 eV/A.

(9)
ORCA calculation (the ωB97M-V functional and the def2-TZVPD basis) on a structure of composition C3H5N3O.

The geometry in XYZ format:
```
12
Properties=species:S:1:pos:R:3
N 0.3912 1.0771 -0.7886
C 0.9868 0.4981 0.1972
C -1.0572 0.5003 -0.7662
C -0.5607 -0.7062 0.6120
N 1.8897 0.5233 1.0239
N -0.4594 -1.9637 0.4520
O -1.9882 1.2463 -0.4968
H 0.7345 1.9143 -1.2503
H 2.2131 -0.3118 1.4962
H -0.0867 -2.1947 -0.4755
H -1.1025 -0.2605 -1.5608
H -0.9608 -0.3226 1.5568
```

Its LUMO energy (alpha / beta) is -0.040 / -0.040 Ha. The total energy comes out at -9705.5141 eV. For the HOMO-LUMO gap (alpha / beta), the calculation gives 7.67 / 7.67 eV. For the relative energy (zero: lowest compared OMol25 entry of this formula, charge and spin), the calculation gives 5.0697 eV. Its total charge is 0. The HOMO energy (alpha / beta) is -8.76 / -8.76 eV. The max |F| comes out at 1.638 eV/A.

(10)
ORCA calculation (the ωB97M-V functional and the def2-TZVPD basis) on an isolated molecule of C3H5N3O.

The geometry in XYZ format:
```
12
Properties=species:S:1:pos:R:3
N -0.7648 -2.6010 -0.5654
C -0.4746 -1.6041 -0.0708
C 0.0655 -0.3020 0.5309
N -0.7663 0.3259 1.5522
C 0.4330 0.8451 -0.4466
N 0.2484 0.5159 -1.7755
O 0.8700 1.9027 -0.1107
H 0.9867 -0.5847 1.0538
H -0.1567 1.0871 1.8834
H -0.7668 -0.4581 2.2521
H -0.3859 -0.2482 -1.9050
H 0.7115 1.1214 -2.3985
```

Its LUMO energy is 0.021 Ha. The total energy comes out at -9709.2604 eV. For the HOMO-LUMO gap, the calculation gives 10.95 eV. Its SMILES is N#C[C@H](N)C(N)=O. For the relative energy (zero: lowest compared OMol25 entry of this formula, charge and spin), the calculation gives 1.3234 eV. Its total charge is 0. The HOMO energy is -10.39 eV. The max |F| comes out at 3.187 eV/A.